[1]
ORCA calculation (ωB97M-V/def2-TZVPD) on a structure of composition C47H48GeMoN7O2.

Structure (XYZ):
```
106
C47H48GeMoN7O2 | the Open Molecules 2025 dataset | ωB97M-V/def2-TZVPD
Mo 0.245 1.497 -0.628
C -3.604 7.264 -2.040
C -3.071 5.935 -1.629
C -3.865 5.032 -0.938
C -3.389 3.776 -0.513
C -4.246 2.984 0.268
N -3.961 1.813 0.784
C -4.852 1.072 1.649
C -4.122 0.232 2.695
C -3.251 1.025 3.686
N -1.860 0.989 3.307
C -0.877 0.576 4.054
C 0.476 0.503 3.657
C 1.428 0.180 4.648
C 2.780 0.137 4.379
C 3.778 -0.196 5.435
C 3.180 0.394 3.067
C 2.293 0.687 2.025
C 2.889 0.873 0.723
N 2.305 1.157 -0.378
C 3.126 1.283 -1.562
C 3.184 2.756 -2.030
C 2.404 3.662 -1.083
N 0.997 3.273 -1.043
C 0.186 4.119 -1.685
C -1.198 4.352 -1.478
C -1.752 5.576 -1.893
C -2.035 3.398 -0.821
O -1.556 2.225 -0.553
C 0.899 0.764 2.304
O -0.010 1.030 1.416
H -4.670 7.207 -2.241
H -3.094 7.646 -2.919
H -3.460 7.990 -1.239
H -4.889 5.297 -0.717
H -5.222 3.391 0.504
H -3.071 1.387 0.529
H -5.461 0.397 1.037
H -5.524 1.779 2.141
H -3.507 -0.521 2.199
H -4.892 -0.295 3.257
H -3.345 0.604 4.688
H -3.578 2.068 3.729
H -1.600 1.292 2.364
H -1.115 0.278 5.071
H 1.074 -0.009 5.651
H 3.439 0.131 6.415
H 4.742 0.260 5.224
H 3.924 -1.277 5.477
H 4.237 0.370 2.847
H 3.973 0.733 0.714
H 2.660 0.672 -2.339
H 4.139 0.910 -1.387
H 2.766 2.853 -3.036
H 4.217 3.104 -2.065
H 2.507 4.700 -1.413
H 2.811 3.596 -0.066
H 0.671 4.868 -2.311
H -1.115 6.273 -2.420
N -4.201 -0.405 -2.667
C -3.264 -0.728 -1.769
C -1.928 -0.292 -1.894
N -1.000 -0.659 -0.982
C -1.406 -1.435 0.065
C -2.719 -1.839 0.144
N -3.646 -1.478 -0.726
H -3.966 0.002 -3.556
H -5.095 -0.864 -2.576
H -1.575 0.229 -2.778
H -0.653 -1.706 0.790
H -3.038 -2.501 0.938
C 0.333 -0.386 -1.178
Ge 1.266 -2.267 -1.321
C 3.015 -2.478 -2.247
C 3.493 -1.776 -3.343
C 4.686 -2.157 -3.936
C 5.395 -3.242 -3.448
C 4.906 -3.962 -2.372
C 3.719 -3.584 -1.778
C -0.110 -3.525 -2.027
C -0.007 -4.861 -1.650
C -0.941 -5.789 -2.075
C -1.999 -5.386 -2.873
C -2.085 -4.070 -3.294
C -1.131 -3.152 -2.893
C 1.626 -2.760 0.592
C 0.768 -3.591 1.305
C 1.122 -4.067 2.557
C 2.347 -3.726 3.107
C 3.207 -2.894 2.408
C 2.844 -2.412 1.163
H 2.934 -0.945 -3.752
H 5.056 -1.611 -4.790
H 6.322 -3.535 -3.913
H 5.439 -4.821 -1.995
H 3.335 -4.155 -0.946
H 0.820 -5.177 -1.030
H -0.842 -6.823 -1.784
H -2.745 -6.100 -3.184
H -2.889 -3.762 -3.945
H -1.164 -2.142 -3.284
H -0.168 -3.908 0.862
H 0.453 -4.730 3.082
H 2.641 -4.140 4.059
H 4.178 -2.656 2.814
H 3.533 -1.797 0.599
```

The calculation puts the strongest force on any atom at 4.03 eV/Å. The energy relative to the best compared isomer or geometry (same formula, charge and spin) is 58.2 kcal/mol. For the LUMO energy (alpha / beta), the calculation gives -0.32515 / -0.32488 Eh. The calculation puts the HOMO energy (alpha / beta) at -15.08 / -15.07 eV. Its charge is +3.

[2]
ORCA calculation (ωB97M-V/def2-TZVPD) on a structure of composition C53H73N7OP2S2Si2SnTe.

Structure (XYZ):
```
142
C53H73N7OP2S2Si2SnTe | the Open Molecules 2025 dataset | ωB97M-V/def2-TZVPD
Sn 0.049 -0.405 1.448
C -2.698 -1.432 -4.525
Si -3.242 -0.530 -2.947
C -4.455 0.837 -3.469
C -4.284 -1.825 -2.036
N -2.015 0.142 -2.015
P -0.439 0.091 -2.063
C 0.516 0.607 -0.743
P 0.538 2.257 -0.299
N 0.034 2.510 1.186
Si -0.082 3.878 2.174
C 0.573 5.526 1.496
C 0.780 3.633 3.834
C -1.884 4.348 2.511
C 2.253 2.920 -0.529
C 2.544 4.268 -0.730
C 3.854 4.715 -0.842
C 4.909 3.818 -0.745
C 4.638 2.474 -0.535
C 3.325 2.035 -0.433
C -0.446 3.364 -1.405
C 0.044 4.054 -2.511
C -0.785 4.875 -3.263
C -2.129 4.990 -2.940
C -2.639 4.277 -1.864
C -1.802 3.478 -1.101
C 0.168 0.970 -3.571
C -0.723 1.468 -4.512
C -0.269 2.137 -5.641
C 1.092 2.321 -5.841
C 1.995 1.843 -4.898
C 1.532 1.179 -3.772
C 0.017 -1.645 -2.507
C 0.797 -2.027 -3.593
C 0.953 -3.367 -3.930
C 0.334 -4.352 -3.177
C -0.440 -3.987 -2.083
C -0.602 -2.649 -1.759
H -3.573 -1.617 -5.158
H -1.960 -0.880 -5.114
H -2.258 -2.400 -4.270
H -4.958 0.606 -4.412
H -5.226 0.971 -2.705
H -3.941 1.795 -3.579
H -4.594 -2.614 -2.728
H -3.723 -2.289 -1.220
H -5.190 -1.388 -1.607
H 1.657 5.621 1.577
H 0.281 5.698 0.457
H 0.119 6.320 2.100
H 1.598 2.917 3.734
H 1.187 4.579 4.204
H 0.098 3.248 4.595
H -2.318 4.803 1.615
H -2.520 3.513 2.791
H -1.926 5.090 3.315
H 1.742 4.989 -0.809
H 4.047 5.769 -1.003
H 5.932 4.165 -0.827
H 5.449 1.762 -0.440
H 3.122 0.993 -0.236
H 1.079 3.938 -2.805
H -0.382 5.403 -4.119
H -2.780 5.622 -3.534
H -3.693 4.340 -1.617
H -2.195 2.920 -0.260
H -1.786 1.355 -4.333
H -0.982 2.535 -6.354
H 1.448 2.846 -6.720
H 3.059 2.000 -5.034
H 2.230 0.847 -3.010
H 1.270 -1.277 -4.215
H 1.554 -3.636 -4.792
H 0.452 -5.397 -3.439
H -0.927 -4.743 -1.481
H -1.241 -2.377 -0.927
C -3.021 -1.088 5.682
N -2.630 0.036 4.865
C -1.610 0.829 5.524
C -3.731 0.885 4.496
C -4.816 0.289 3.607
N -4.405 -0.277 2.328
C -5.548 -0.891 1.688
C -3.800 0.705 1.440
H -3.453 -0.764 6.651
H -2.148 -1.711 5.877
H -3.752 -1.708 5.163
H -1.995 1.308 6.447
H -1.256 1.612 4.849
H -0.756 0.204 5.771
H -3.303 1.750 3.999
H -4.241 1.278 5.402
H -5.547 1.107 3.438
H -5.355 -0.491 4.153
H -6.337 -0.154 1.443
H -5.985 -1.649 2.342
H -5.234 -1.372 0.762
H -4.518 1.508 1.182
H -3.461 0.226 0.518
H -2.920 1.157 1.896
S 2.307 0.402 2.346
C 3.188 -1.057 2.763
C 4.558 -1.063 2.513
C 5.372 -2.152 2.819
C 6.768 -2.108 2.513
N 7.891 -2.075 2.257
C 4.783 -3.283 3.411
C 3.421 -3.290 3.665
C 2.579 -2.205 3.356
S 0.890 -2.304 3.654
C 5.567 -4.439 3.740
N 6.182 -5.376 4.003
H 5.004 -0.187 2.058
H 2.973 -4.168 4.112
C -1.196 -4.656 1.732
Te -2.514 -3.002 2.052
C -4.217 -4.319 2.130
H -1.526 -5.251 0.882
H -1.152 -5.266 2.632
H -0.211 -4.232 1.541
H -3.939 -5.203 2.703
H -4.540 -4.608 1.131
H -5.031 -3.808 2.640
O 1.234 -2.285 0.577
C 2.357 -2.325 0.036
C 3.222 -3.547 0.230
C 3.589 -4.276 -1.066
C 4.733 -3.628 -1.844
C 4.418 -2.237 -2.383
C 4.127 -1.215 -1.287
N 2.801 -1.318 -0.708
H 2.655 -4.198 0.895
H 4.132 -3.251 0.766
H 2.702 -4.353 -1.700
H 3.881 -5.297 -0.806
H 5.017 -4.281 -2.675
H 5.608 -3.560 -1.187
H 3.554 -2.280 -3.050
H 5.268 -1.878 -2.971
H 4.202 -0.207 -1.694
H 4.886 -1.292 -0.498
H 2.113 -0.536 -0.816
```

The calculation puts the strongest force on any atom at 0.66 eV/Å. The energy relative to the best compared isomer or geometry (same formula, charge and spin) is 0.0 kcal/mol. For the LUMO energy, the calculation gives 0.13058 Eh. The calculation puts the HOMO energy at -1.89 eV. Its charge is -2.

[3]
ORCA calculation (ωB97M-V/def2-TZVPD) on an isolated molecule of C4H5N7O.

Structure (XYZ):
```
17
C4H5N7O | the Open Molecules 2025 dataset | ωB97M-V/def2-TZVPD
H 2.295 1.098 2.113
N 1.275 1.107 1.882
C 0.849 0.270 1.009
N 1.720 -0.583 0.346
C 0.921 -1.086 -0.545
N 1.384 -1.956 -1.442
N -0.438 -0.904 -0.422
C -1.173 -0.321 -1.431
O -1.139 -0.666 -2.659
N -1.640 0.829 -0.886
C -1.214 0.933 0.334
N -1.670 1.886 1.167
N -0.478 -0.096 0.698
H 0.712 -2.459 -2.010
H 2.408 -2.077 -1.555
H -2.680 2.106 1.383
H -1.132 1.920 2.015
```

The calculation puts the strongest force on any atom at 5.97 eV/Å. For the LUMO energy, the calculation gives 0.00850 Eh. The calculation puts the HOMO energy at -9.39 eV.

no.,energy (Eh)
1,-4497.79133
2,-5062.56546
3,-613.93872